{
  "formula": "C34H39AsClN2O2S3V",
  "method": "wB97M-V/def2-TZVPD",
  "symbols": ["V", "C", "C", "N", "N", "C", "S", "S", "C", "C", "C", "C", "C", "C", "C", "C", "C", "C", "C", "C", "C", "O", "H", "H", "H", "H", "H", "H", "H", "H", "H", "H", "H", "H", "H", "H", "Cl", "C", "C", "As", "C", "C", "C", "C", "H", "H", "H", "H", "H", "H", "H", "H", "H", "H", "H", "H", "H", "H", "H", "O", "S", "C", "C", "C", "C", "C", "C", "C", "C", "C", "C", "C", "C", "H", "H", "H", "H", "H", "H", "H", "H", "H", "H"],
  "coordinates": [[-0.760, 0.058, 0.349], [-3.637, 2.913, -1.137], [-2.424, 2.037, -1.087], [-2.230, 1.233, -0.043], [-3.229, 1.200, 0.919], [-3.392, 0.015, 1.403], [-2.602, -1.441, 0.806], [-4.485, -0.059, 2.802], [-5.562, -1.409, 2.222], [-6.477, -0.977, 1.112], [-6.060, -1.071, -0.213], [-6.876, -0.618, -1.241], [-8.121, -0.074, -0.960], [-8.545, 0.019, 0.359], [-7.726, -0.426, 1.385], [-1.459, 1.987, -2.162], [-1.346, 3.061, -3.068], [-0.467, 3.053, -4.136], [0.333, 1.932, -4.350], [0.246, 0.855, -3.486], [-0.613, 0.846, -2.378], [-0.616, -0.210, -1.590], [-3.530, 3.792, -0.491], [-4.508, 2.367, -0.772], [-3.834, 3.253, -2.152], [-6.124, -1.739, 3.097], [-4.909, -2.221, 1.902], [-5.080, -1.479, -0.432], [-6.531, -0.685, -2.266], [-8.755, 0.282, -1.763], [-9.515, 0.445, 0.588], [-8.053, -0.337, 2.415], [-1.957, 3.940, -2.900], [-0.408, 3.910, -4.797], [1.023, 1.901, -5.185], [0.854, -0.030, -3.635], [-0.477, 0.853, 2.664], [3.560, -0.834, 0.856], [2.684, -1.393, 1.973], [0.857, -1.752, 1.368], [0.114, -2.548, 2.994], [0.950, -3.652, 3.631], [1.132, -3.392, 0.309], [1.260, -3.091, -1.183], [4.537, -0.520, 1.232], [3.086, 0.028, 0.384], [3.731, -1.581, 0.078], [2.591, -0.678, 2.793], [3.102, -2.318, 2.375], [-0.875, -2.909, 2.707], [-0.052, -1.720, 3.682], [1.236, -4.423, 2.913], [0.384, -4.144, 4.427], [1.864, -3.261, 4.080], [0.253, -4.013, 0.496], [2.005, -3.936, 0.681], [0.432, -2.473, -1.535], [1.281, -4.011, -1.773], [2.178, -2.538, -1.399], [0.973, 1.458, 0.038], [1.410, 2.682, -0.715], [0.366, 4.055, -0.217], [0.344, 5.181, -1.027], [-0.456, 6.252, -0.662], [-1.229, 6.176, 0.492], [-1.201, 5.036, 1.281], [-0.395, 3.958, 0.932], [2.860, 3.186, 0.223], [3.855, 3.925, -0.392], [4.962, 4.315, 0.350], [5.060, 3.953, 1.686], [4.056, 3.201, 2.285], [2.943, 2.809, 1.556], [0.922, 5.210, -1.944], [-0.490, 7.137, -1.285], [-1.866, 7.008, 0.767], [-1.815, 4.965, 2.170], [-0.366, 3.064, 1.544], [3.773, 4.184, -1.442], [5.750, 4.891, -0.118], [5.924, 4.257, 2.263], [4.137, 2.917, 3.327], [2.144, 2.220, 1.996]],
  "lowdin_spin": [1.3307, -0.0242, -0.1429, -0.0220, 0.0079, -0.0205, -0.0141, -0.0070, -0.0022, -0.0002, -0.0004, -0.0001, -0.0001, -0.0001, -0.0001, -0.0184, -0.0304, -0.0012, -0.0377, -0.0013, -0.0260, 0.0174, -0.0085, -0.0031, -0.0012, 0.0000, -0.0005, -0.0003, 0.0000, 0.0000, 0.0000, 0.0000, -0.0021, 0.0011, -0.0036, 0.0011, 0.0055, -0.0001, -0.0023, 0.0041, -0.0006, -0.0005, 0.0026, 0.0001, 0.0000, 0.0000, 0.0000, 0.0000, -0.0004, -0.0001, 0.0000, 0.0000, 0.0000, -0.0001, -0.0001, 0.0002, 0.0003, 0.0000, -0.0001, 0.0050, 0.0008, -0.0004, -0.0006, -0.0004, -0.0004, -0.0005, -0.0008, -0.0002, -0.0001, 0.0000, 0.0000, 0.0000, -0.0001, -0.0001, 0.0000, 0.0000, -0.0001, -0.0001, -0.0001, 0.0000, 0.0000, 0.0000, -0.0001],
  "total_charge": -1,
  "de_lowest_kj_mol": 19.8,
  "total_energy_ha": -6413.6396,
  "molar_mass_g_mol": 765.22,
  "largest_force_ev_per_a": 1.52,
  "orbital_gap_ev": [6.264, 4.355],
  "spin_multiplicity": 2
}